Molecular formula: C19H43FN5O6SSi
Method: DFT, ωB97M-V with the def2-TZVPD basis set

The geometry in XYZ format:
```
76
Properties=species:S:1:pos:R:3:forces:R:3
C 6.181744 -1.191255 0.307851 -0.170 0.474 0.333
C 5.756130 0.227800 0.717802 0.602 -0.844 -0.491
F 6.663142 0.673057 1.682346 -0.230 0.163 -0.147
C 5.823630 1.215295 -0.470563 -0.340 0.528 0.444
C 4.484097 1.720194 -0.966948 -0.116 0.109 -0.208
C 4.395519 2.886830 -1.755785 -0.096 -0.886 0.791
N 3.190411 3.293059 -2.129085 1.026 0.888 -0.545
N 2.017683 2.747950 -1.896690 -0.320 -0.223 0.212
C 2.021109 1.647969 -1.153618 0.746 -0.399 -0.054
Si 0.393289 0.734678 -0.653527 -1.679 0.023 0.588
C 0.855469 -0.972876 -0.035624 0.326 0.626 -0.157
C -0.319808 1.799764 0.756571 1.150 -0.070 -0.598
C -0.885614 0.730136 -2.025959 -0.029 -0.174 -0.136
C 3.266747 1.125821 -0.692222 -0.173 -0.017 0.081
H 7.044938 -1.135844 -0.365140 -0.251 -0.155 0.049
H 6.484727 -1.742188 1.204278 -0.200 0.049 -0.177
H 5.330188 -1.704857 -0.155551 0.314 0.004 -0.069
H 4.768401 0.188735 1.190351 0.222 0.226 0.055
H 6.379054 2.091127 -0.098719 -0.056 -0.223 -0.181
H 6.398326 0.803730 -1.310884 -0.159 0.018 0.187
H 5.270792 3.473204 -2.027910 -0.365 0.039 -0.118
H 3.161537 4.153749 -2.676068 -0.271 -0.184 0.095
H 1.431084 -0.864964 0.900648 -0.396 -0.206 -0.548
H -0.059181 -1.537531 0.188110 0.188 0.168 -0.042
H 1.460492 -1.548765 -0.750274 -0.156 0.040 0.211
H -1.076498 1.269359 1.354849 0.231 0.315 -0.326
H -0.696540 2.717065 0.280897 -0.248 -0.213 0.313
H 0.544962 2.102932 1.371680 -0.436 -0.077 0.185
H -0.998116 1.692103 -2.543210 0.137 -0.230 0.048
H -1.853978 0.533735 -1.536353 0.297 0.047 0.032
H -0.756443 -0.080600 -2.755777 0.107 0.314 0.052
H 3.229861 0.222458 -0.083929 -0.026 0.157 -0.189
C 0.701045 4.577745 -5.208897 0.178 -0.218 0.179
O 0.828198 3.176390 -4.982805 -0.011 0.123 -0.047
H 0.027107 4.724866 -6.047925 0.002 -0.047 0.011
H 0.284695 5.075501 -4.327209 -0.023 0.140 -0.079
H 1.672169 5.018689 -5.452164 -0.071 0.133 -0.060
H 1.423993 3.055002 -4.238798 -0.169 -0.159 0.015
O -1.432124 4.509412 -1.874867 0.141 0.009 -0.049
H -1.788019 5.209316 -2.432891 -0.079 -0.021 0.059
H -0.597591 4.272133 -2.293056 -0.037 -0.075 0.001
O -3.227745 0.326380 1.444116 0.063 -0.053 0.234
S -4.635571 0.535840 1.249373 -0.465 -0.106 -0.661
O -5.502005 0.743450 2.366352 0.266 0.018 0.209
O -5.207467 -0.632811 0.342858 0.175 0.354 -0.011
C -4.984241 -2.001324 0.758645 -0.202 -0.774 0.371
C -5.889934 -2.397678 1.909789 0.045 0.310 0.218
C -4.871146 1.848418 0.096826 0.035 0.027 -0.060
H -3.933063 -2.151048 1.012379 0.015 0.218 -0.042
H -5.200277 -2.624301 -0.104288 0.060 0.392 -0.083
H -5.646285 -1.847838 2.819399 -0.008 -0.038 0.001
H -5.784886 -3.462624 2.119648 0.013 -0.010 -0.112
H -6.931532 -2.182472 1.669617 0.011 -0.080 -0.047
H -4.234486 1.680335 -0.768172 -0.019 -0.016 0.011
H -4.593253 2.774336 0.596832 0.016 -0.052 0.055
H -5.919591 1.877337 -0.188440 0.008 -0.029 0.029
C 1.329624 -0.062388 5.180903 -0.038 -0.028 -0.014
C 1.235679 -1.567691 5.402869 -0.103 0.298 0.032
C 2.409967 -2.338636 4.790139 -0.235 -0.135 0.286
C 2.439568 -2.232044 3.332889 0.162 -0.018 -0.007
N 2.463805 -2.142476 2.187484 0.355 -0.132 0.359
H 1.288082 0.187826 4.118399 0.022 -0.010 0.005
H 0.497896 0.443904 5.670512 0.028 0.016 -0.023
H 2.257658 0.338694 5.593464 -0.004 0.005 -0.013
H 0.293573 -1.937595 4.993638 0.053 -0.077 0.000
H 1.216557 -1.767866 6.475434 0.047 -0.099 -0.041
H 2.334258 -3.393667 5.060674 0.056 -0.016 -0.133
H 3.354971 -1.974701 5.198472 0.026 0.033 -0.126
C -4.498296 -4.954129 -2.235241 -0.048 -0.074 -0.069
O -4.585154 -3.968187 -1.518676 0.097 -0.167 -0.142
N -3.626032 -5.970606 -1.977223 0.132 -0.003 0.105
N -5.266690 -5.117194 -3.348908 -0.088 0.107 -0.068
H -3.539419 -6.788222 -2.550207 -0.032 0.013 -0.005
H -3.046832 -5.882133 -1.163066 -0.029 -0.012 -0.016
H -5.919985 -4.387172 -3.565975 0.011 -0.027 0.010
H -5.213152 -5.917437 -3.949778 0.009 -0.007 0.027
```
Forces are in eV/Å.

The charge is +1. The gap between HOMO and LUMO comes out at 7.31 eV. The calculation puts the total energy at -2262.3016 a.u. The HOMO energy comes out at -11.776 eV.



Molecular formula: C19H43GaN2O3
Method: DFT, ωB97M-V with the def2-TZVPD basis set

The geometry in XYZ format:
```
68
Properties=species:S:1:pos:R:3:forces:R:3
C 2.665707 0.561865 -0.466329 0.235 -0.555 -0.411
C 2.016371 -0.659907 -1.369320 0.700 -0.533 0.179
C 1.460005 -1.929079 -0.466238 -0.082 0.525 0.506
C 0.366147 -1.435880 0.655623 0.470 -0.234 0.374
C -0.208001 -2.660510 1.607281 0.441 1.020 0.135
C -0.271069 -2.049211 3.161532 -1.352 -0.438 -0.761
C -0.984411 -3.151240 4.143795 -0.189 -1.184 0.246
C -0.044383 -3.693867 5.375229 0.155 0.993 0.357
C 0.270556 -2.537370 6.533130 0.616 -0.229 -0.456
C 1.736611 -2.946304 7.177448 -0.497 -0.336 -1.110
Ga 1.910215 -2.599148 9.208271 -0.887 0.188 -0.127
O 1.510162 -0.824037 9.758581 -1.187 0.237 -1.074
O 3.778942 -2.870075 9.641414 -0.080 -0.744 0.123
N 3.993079 -4.194919 9.566028 1.110 0.841 -1.777
O 4.658425 -4.475699 8.580259 -0.716 -0.116 1.504
H 3.491899 0.106677 0.247546 -1.638 0.986 -1.560
H 1.896026 1.112517 0.224518 1.397 -0.997 -1.542
H 3.176765 1.300192 -1.245315 -1.061 -1.362 1.925
H 2.921741 -1.091656 -2.015506 -2.074 1.022 1.147
H 1.184624 -0.237701 -2.107975 1.654 -0.931 1.544
H 2.385910 -2.375666 0.133319 -1.957 0.851 -1.381
H 0.994425 -2.786482 -1.148370 1.052 1.891 1.400
H 0.890935 -0.668536 1.403050 -1.079 -1.563 -1.804
H -0.530540 -0.881881 0.144324 1.621 -0.945 0.860
H -1.281978 -2.959526 1.218299 2.187 0.439 0.990
H 0.516571 -3.596375 1.554244 -1.547 1.920 0.149
H 0.798094 -1.703050 3.494493 -2.085 -0.789 -0.516
H -0.999363 -1.112301 3.101366 1.758 -1.736 0.152
H -1.234887 -4.097469 3.460348 0.399 1.982 1.428
H -2.023483 -2.776956 4.589553 2.280 -0.595 -1.036
H -0.529727 -4.608896 5.967223 1.070 1.846 -1.622
H 1.021656 -3.989215 4.933573 -2.385 0.425 0.925
H 0.351186 -1.459595 6.043543 -0.225 -2.190 0.892
H -0.592185 -2.472018 7.344343 1.697 -0.336 -1.711
H 1.854877 -4.120869 7.006750 -0.062 2.459 0.357
H 2.567085 -2.393784 6.565351 -1.449 -1.152 0.980
H 1.105096 -3.689417 10.102430 0.084 0.262 -0.218
H 0.711066 -0.442581 9.289012 1.568 -0.868 0.815
C -0.087193 5.395807 -5.890077 -0.003 0.171 0.120
C 0.135718 3.999412 -6.446571 0.089 0.011 0.041
C -1.066257 3.046245 -6.460586 0.281 -0.152 0.242
N -1.664255 2.643031 -5.079260 -0.326 -0.001 -0.584
C -0.553644 2.446426 -4.040735 -0.216 0.053 0.072
C -1.063918 1.837313 -2.741689 -0.110 -0.036 0.112
C -1.787029 0.522885 -2.979104 0.039 -0.184 0.131
C -2.912325 0.696752 -3.986635 -0.144 0.012 0.090
C -2.408981 1.297861 -5.294287 0.119 0.212 0.290
C -2.682018 3.705226 -4.649611 0.465 -0.510 0.016
H -0.201271 5.391778 -4.803434 -0.045 0.099 -0.067
H 0.781615 6.023510 -6.107090 -0.156 -0.074 0.005
H -0.966412 5.865714 -6.339960 0.073 0.030 0.078
H 0.989986 3.536047 -5.938694 -0.182 -0.029 -0.112
H 0.454464 4.118688 -7.491588 -0.216 -0.285 0.134
H -0.735789 2.116689 -6.939353 -0.187 0.095 0.254
H -1.887625 3.451509 -7.063846 0.067 -0.071 0.304
H 0.196328 1.789978 -4.498053 -0.195 0.139 -0.042
H -0.102517 3.419462 -3.833305 -0.080 -0.105 -0.276
H -0.213502 1.666379 -2.071033 -0.024 0.177 -0.208
H -1.724818 2.540147 -2.222446 0.087 -0.016 -0.045
H -2.185792 0.141169 -2.032892 0.097 0.028 -0.179
H -1.074637 -0.224658 -3.349916 -0.048 0.039 0.053
H -3.708208 1.313598 -3.555263 0.041 -0.053 -0.089
H -3.364905 -0.280773 -4.191884 0.041 0.242 -0.191
H -3.233846 1.484532 -5.991023 0.274 0.119 0.062
H -1.698262 0.607321 -5.764350 -0.028 0.298 0.080
H -3.447480 3.784273 -5.426536 0.213 -0.071 0.126
H -2.177269 4.660640 -4.517749 0.009 -0.174 -0.092
H -3.144306 3.413011 -3.705851 0.125 -0.018 -0.212
```
Forces are in eV/Å.

The gap between HOMO and LUMO comes out at 4.57 eV. The calculation puts the total energy at -3009.3973 a.u. The HOMO energy comes out at -5.994 eV.



Molecular formula: C19H43N2O2P3Pt
Method: DFT, ωB97M-V with the def2-TZVPD basis set

The geometry in XYZ format:
```
70
Properties=species:S:1:pos:R:3:forces:R:3
Pt -0.588187 0.177602 1.074576 -0.848 -0.830 0.614
P -1.972598 -0.510318 2.906473 -1.158 -0.255 1.810
P 0.941023 -1.506981 0.620507 2.557 -1.291 -0.081
P -2.025728 -0.088921 -0.723659 -1.488 -0.339 -1.075
H 0.756754 2.661588 0.560673 -0.280 -0.420 0.042
C -0.226485 2.256996 0.301030 -0.566 1.290 1.135
C -1.230140 2.288437 1.329041 1.355 2.035 -0.765
H -0.919857 2.612193 2.326257 0.013 -0.378 -0.208
C -1.486579 -0.143187 4.631306 0.508 0.183 -0.361
C -2.211001 -2.322887 2.923941 0.395 -0.041 -0.621
C -3.635496 0.238437 2.771777 0.234 0.151 -0.445
C 2.163290 -1.054319 -0.663288 -0.175 0.421 -0.083
C 1.961024 -2.125430 2.005323 -0.220 0.431 0.238
C 0.136257 -3.019221 -0.004868 -0.686 0.247 -0.013
C -3.225377 1.267350 -0.992958 0.061 0.031 -0.021
C -3.061800 -1.589877 -0.571905 0.091 -0.090 -0.308
C -1.053532 -0.196368 -2.271532 -0.068 -0.047 -0.180
H -0.481876 2.394548 -0.752341 -0.129 -0.390 0.314
H -2.268454 2.520948 1.085985 0.108 -0.735 -0.040
H -1.310005 0.934003 4.743229 -0.043 -0.299 0.032
H -0.565307 -0.691687 4.870126 -0.234 0.226 -0.033
H -2.285928 -0.458262 5.319971 0.064 0.016 -0.374
H -1.250785 -2.805605 3.154471 -0.297 0.061 0.039
H -2.579113 -2.693336 1.959082 0.016 0.051 0.318
H -2.939830 -2.569338 3.709923 0.150 0.168 -0.119
H -3.542559 1.326156 2.885469 -0.119 -0.241 0.089
H -4.262289 -0.159622 3.583407 0.205 0.067 -0.151
H -4.116574 0.024253 1.809394 0.092 0.009 0.292
H 2.767104 -1.940983 -0.904672 -0.161 0.137 0.151
H 2.825843 -0.262158 -0.290267 -0.110 -0.340 -0.041
H 1.680149 -0.693079 -1.578916 0.081 -0.145 0.211
H 2.562515 -2.978339 1.660215 -0.203 0.154 -0.058
H 1.315629 -2.451269 2.830736 0.182 0.039 -0.157
H 2.636412 -1.340361 2.370816 -0.231 -0.179 -0.122
H 0.906505 -3.782507 -0.179163 0.037 0.249 0.129
H -0.397673 -2.841088 -0.944376 0.164 -0.083 0.194
H -0.571399 -3.400764 0.741441 0.183 -0.017 -0.173
H -3.855556 1.066959 -1.870849 0.200 -0.036 0.186
H -2.700202 2.216424 -1.150144 -0.144 -0.156 -0.067
H -3.881798 1.381476 -0.120348 0.132 -0.106 -0.218
H -3.621746 -1.748859 -1.503063 0.065 0.007 0.185
H -3.782421 -1.487063 0.249875 0.180 0.097 -0.254
H -2.443682 -2.474328 -0.377887 -0.223 0.228 -0.120
H -1.716915 -0.242352 -3.145661 0.030 0.000 0.227
H -0.409302 -1.084074 -2.283374 -0.238 0.150 0.049
H -0.408161 0.687421 -2.371378 -0.211 -0.156 0.076
C 2.045179 -0.505198 -5.779562 0.703 -2.092 0.779
C 3.038972 -0.004173 -6.661499 0.234 1.134 -0.663
C 2.911900 1.303391 -7.134692 1.014 -1.386 -0.124
C 1.817885 2.101566 -6.770736 0.011 0.364 -0.142
C 0.827740 1.575603 -5.923621 -0.682 -1.450 1.015
C 0.930195 0.268530 -5.446648 -1.262 1.688 0.181
O 2.139362 -1.724202 -5.167403 -0.071 2.204 -1.309
H 2.924147 -2.192666 -5.498678 0.019 -0.188 0.036
H 3.880567 -0.637045 -6.942162 -0.110 0.219 -0.003
H 3.677624 1.711592 -7.800065 -0.260 -0.195 0.222
H 1.734978 3.126242 -7.147570 0.035 -0.399 0.116
H -0.029162 2.181011 -5.629302 0.220 -0.122 -0.208
H 0.167879 -0.180347 -4.799868 0.319 0.267 -0.361
C 1.909816 1.683522 5.355979 -0.060 -0.032 0.924
N 2.574898 1.736785 4.079269 -0.039 -0.122 -1.490
C 1.949974 1.357051 2.953284 0.094 -0.024 1.114
N 2.642591 1.486099 1.789649 0.044 -0.147 -0.080
O 0.785359 0.859274 3.014268 0.350 0.213 -0.755
H 0.898193 1.297932 5.218881 0.339 0.112 0.035
H 1.856322 2.673952 5.805366 -0.006 0.027 -0.053
H 2.455372 1.034213 6.040845 -0.053 -0.011 -0.013
H 3.517059 2.111981 3.990160 -0.383 -0.041 0.356
H 2.170207 1.415244 0.898293 0.300 0.059 0.510
H 3.548790 1.927430 1.831414 -0.027 0.048 -0.327
```
Forces are in eV/Å.

The energy above the lowest of the compared OMol25 structures with the same formula, charge and spin comes out at 0.000 eV. The expectation value of S² is 6.03. The charge is +4. The gap between HOMO and LUMO (spin up / spin down) comes out at 7.58 / 4.11 eV. The calculation puts the total energy at -2151.6076 a.u. The HOMO energy (spin up / spin down) comes out at -18.407 / -19.785 eV. Its spin multiplicity is 5.